# C16H16N2O4

C16H16N2O4 as an isolated structure in a non-equilibrium geometry (ωB97M-V with the def2-TZVPD basis set, OMol25).

Cartesian coordinates (Å):
C (-1.7618, -1.8223, 3.0873)
C (-1.2237, -0.9789, 2.0081)
O (-0.0808, -1.3083, 1.7549)
C (-1.9222, 0.0793, 1.3494)
C (-3.2819, 0.2982, 1.5657)
C (-3.8355, 1.3446, 1.1646)
C (-3.1903, 2.2662, 0.2234)
C (-2.0926, 1.8438, -0.2638)
C (-1.2983, 0.8130, 0.3248)
N (-0.0305, 0.7444, -0.0244)
C (0.7994, 1.1759, -0.8281)
O (0.4043, 2.0533, -1.7084)
C (2.0774, 0.7971, -1.2538)
H (2.5726, 0.6116, 0.0287)
H (2.7141, 1.3215, -1.7609)
C (2.2120, -0.5872, -1.6732)
N (3.3904, -1.1066, -1.8081)
C (4.3984, -1.0264, -2.7083)
C (5.3402, -1.8421, -2.2770)
C (5.2912, -2.3115, -0.9803)
C (3.9355, -2.0799, -0.8128)
H (3.5329, -2.2704, 0.2702)
H (5.9231, -2.9804, -0.3881)
H (6.5073, -1.7758, -2.7737)
H (3.9979, -0.8115, -3.6374)
H (1.3369, -1.3107, -1.1157)
H (1.7145, -0.4384, -2.8639)
H (0.3918, -0.1854, 0.6307)
H (-1.4997, 2.6460, -0.9185)
O (-4.2672, 3.0991, -0.1383)
C (-5.4760, 2.6439, 0.6278)
O (-5.2321, 1.5841, 1.3287)
H (-5.7250, 3.6325, 1.2252)
H (-6.2521, 2.5823, -0.2179)
H (-3.6288, -0.3228, 2.4744)
H (-2.0926, -1.3941, 4.0450)
H (-2.7249, -2.4935, 2.5021)
H (-0.9238, -2.4906, 3.5420)

**Strongest force on any atom**: 0.2533 hartree/bohr
**Lowest unoccupied orbital energy**: -0.53 eV
**Gap between HOMO and LUMO**: 7.882 eV
**Charge**: 0
**ΔE to the lowest compared entry with this formula, charge and spin**: 1237.6 kJ/mol